[1]
Computed, not measured: an isolated molecule of C4H2N2 in a non-equilibrium geometry, with ωB97M-V/def2-TZVPD.

XYZ file:
```
8
Properties=species:S:1:pos:R:3:nbo_charge:R:1
N -0.25 0.05 -2.30 -0.25
C 0.26 -0.17 -1.27 0.21
C 1.08 -0.68 -0.20 -0.23
C 0.71 -0.41 1.09 -0.24
C -0.53 0.32 1.34 0.22
N -1.55 1.00 1.30 -0.24
H 2.04 -1.09 -0.62 0.27
H 1.40 -0.67 1.83 0.25
```

The value obtained for the energy above the lowest of the compared OMol25 structures with the same formula, charge and spin is 0.6672 eV. Its structure (SMILES) is N#C/C=C\C#N. The value obtained for the molecular weight is 78.07 g mol⁻¹. The HOMO energy is -0.39792 hartree. Its charge is 0. The value obtained for the HOMO-LUMO gap is 0.35493 hartree. Its spin multiplicity is 1. The calculation puts the lowest unoccupied orbital energy at -1.17 eV. Its total energy is -7158.243 eV.

---

[2]
Computed, not measured: an isolated molecule of C4H2N2O in a non-equilibrium geometry, with ωB97M-V/def2-TZVPD.

XYZ file:
```
9
Properties=species:S:1:pos:R:3:nbo_charge:R:1
N 2.56 1.49 -0.11 -0.28
C 2.45 0.34 0.00 0.22
C 1.71 -0.82 0.17 -0.11
C 0.50 -0.88 0.21 0.11
C -0.95 -0.77 0.11 0.58
N -1.40 0.49 -0.13 -0.80
O -1.66 -1.76 0.20 -0.54
H -0.82 1.32 -0.18 0.42
H -2.39 0.59 -0.29 0.42
```

The value obtained for the energy above the lowest of the compared OMol25 structures with the same formula, charge and spin is 1.8962 eV. Its structure (SMILES) is N#CC#CC(N)=O. The value obtained for the molecular weight is 94.07 g mol⁻¹. The HOMO energy is -0.39823 hartree. Its charge is 0. The value obtained for the HOMO-LUMO gap is 0.38351 hartree. Its spin multiplicity is 1. The calculation puts the lowest unoccupied orbital energy at -0.40 eV. Its total energy is -9204.843 eV.